{"formula": "C25H66F9N5O23PS", "method": "wB97M-V/def2-TZVPD", "species": ["H", "H", "O", "H", "H", "H", "C", "H", "C", "C", "H", "H", "C", "N", "F", "H", "H", "H", "C", "H", "O", "O", "N", "H", "H", "O", "H", "H", "H", "C", "H", "H", "O", "C", "O", "H", "H", "O", "H", "H", "F", "O", "H", "F", "H", "H", "H", "N", "H", "H", "C", "C", "H", "C", "H", "O", "O", "H", "H", "H", "O", "H", "H", "O", "H", "H", "H", "O", "F", "H", "O", "C", "O", "H", "O", "C", "H", "H", "C", "N", "O", "C", "C", "H", "F", "H", "H", "C", "H", "C", "H", "C", "O", "H", "H", "N", "H", "O", "H", "F", "F", "H", "H", "C", "C", "C", "H", "H", "H", "O", "P", "S", "F", "H", "H", "C", "H", "O", "H", "H", "O", "H", "C", "H", "H", "F", "C", "H", "C", "O"], "coordinates": [[-3.77059, 3.93084, -5.25662], [1.43439, 1.14238, 4.10999], [6.35867, -6.33661, 5.86152], [-1.11791, -6.96810, -1.68061], [4.37790, 2.02130, 5.71974], [8.59242, 1.47124, 6.61315], [1.25216, 3.21638, -5.17411], [4.90028, 0.29259, 6.23675], [5.54780, 2.17187, -3.96843], [-0.16281, 0.69386, 5.68516], [0.83585, -0.26850, 7.55736], [5.97330, 1.85241, -4.98132], [0.64314, 6.05841, -5.06335], [-2.78754, 4.23912, -5.18383], [-2.37410, -0.66437, -3.54574], [6.23136, 1.87170, -3.07489], [-2.18483, 3.69615, 7.55859], [-0.40499, 4.85905, -0.91464], [-4.81935, -0.45826, -3.45247], [6.34848, -3.07888, 4.26845], [-2.96234, 5.68785, 7.50685], [-2.14118, -5.13767, -1.31063], [1.06589, -3.72853, -3.91178], [-9.03157, 3.60256, -4.10388], [0.66637, 7.17790, -4.77216], [4.72102, 2.65643, 5.07285], [-3.79297, -1.97414, 2.07646], [-1.73684, 2.57174, 2.71963], [0.30699, 0.10939, 2.36874], [-1.54876, 1.75593, -2.64681], [1.43067, -1.08509, 0.34118], [8.35420, -8.83146, 6.80221], [1.09396, -3.30884, -1.59882], [0.31201, 1.35113, 4.27335], [-2.88374, -1.90934, 2.39593], [-2.67100, -4.67687, -4.27692], [5.57011, 2.93227, 5.44363], [6.25650, -1.33934, 7.20170], [5.47926, 3.33400, -3.90116], [7.74105, -3.67075, 4.44442], [-4.91642, -1.91157, -3.38921], [-9.08411, 3.17116, -3.24130], [-2.38983, -1.57906, 1.63344], [-7.17292, -0.92586, -2.98704], [-1.02993, -0.05887, 5.49542], [-10.02555, -0.62104, -4.33408], [-3.10218, -5.08368, -1.41659], [3.72544, 0.50617, -4.36856], [-8.50054, 2.40659, -3.32583], [0.07792, 3.88742, -1.98493], [1.54443, 2.24103, -2.76426], [-3.11569, 1.47863, -2.54399], [0.93661, 2.66218, -6.13703], [-6.15846, 0.08644, -2.73954], [-2.55389, 4.99459, -5.84611], [-1.91369, -5.22379, -4.52103], [4.22571, 0.44792, 6.91155], [6.62311, -5.49512, 5.46635], [-2.69591, 6.52863, 7.11340], [-0.49040, 1.56808, 6.37042], [4.41143, -1.38980, -6.79874], [5.41310, -6.39696, 5.67330], [1.28541, -1.09442, 5.92519], [-2.35550, 3.06430, 6.84778], [4.58509, -0.75927, -6.08563], [1.23176, 1.34004, 0.87714], [3.11759, -0.43670, 0.68846], [-9.36351, -2.84188, -1.76197], [-4.85858, -0.15882, -4.85760], [-1.94987, -4.51222, -0.59952], [-0.35694, -7.49539, -1.95983], [-1.10091, 1.86608, 2.04672], [7.70959, -9.07388, 6.12584], [-1.32286, 0.01070, 3.27092], [0.36338, 4.33535, -1.18006], [3.12126, 2.51226, -2.76255], [6.25836, -1.54286, 8.14612], [6.64881, -2.12432, 6.79232], [1.80592, 1.17807, -0.12511], [0.68744, 2.59073, -3.91758], [-2.75283, 1.47158, -5.99455], [-1.19095, 0.68325, -0.04217], [-0.78165, 2.35596, -3.90281], [7.36577, 0.68030, 7.04943], [-3.68732, 1.84272, -1.25128], [-8.83550, 0.28755, -4.60620], [-8.70514, -2.19782, -2.05428], [1.06716, -0.08284, 6.43798], [-10.13126, -2.30308, -1.53047], [4.02513, 1.62093, -3.73035], [3.62083, 2.52435, -1.73270], [0.95610, 1.58035, -1.41240], [-9.68348, 0.01384, -4.97687], [2.41448, 3.17081, -5.21375], [2.01740, 0.56765, 6.34769], [1.91885, -2.65812, -3.80350], [-4.35342, -3.02485, -1.00880], [-1.02301, -0.57461, 0.14071], [0.14414, 2.50146, 4.32307], [-3.95019, 2.18838, -3.46342], [-3.40758, -0.84818, -1.49968], [2.78542, 1.76903, 0.02584], [3.45466, -1.34843, -6.91875], [-0.62210, 1.36484, -1.40109], [-0.45586, 0.72933, 2.98508], [0.94858, 4.80987, -5.24805], [4.64089, 1.07859, 7.51570], [-3.90792, 5.63114, 7.31808], [-3.31145, 3.10554, 6.72442], [7.04834, -3.19714, 4.92424], [-1.75700, 2.81481, -5.51777], [2.92365, -1.04135, -1.67697], [-6.69879, 1.28016, -3.35829], [-0.30503, 2.57053, 1.56335], [2.75618, 0.27710, -4.08825], [0.55080, -4.14220, -2.63355], [-5.57284, -3.91045, -0.78673], [-4.62271, -3.86505, -0.61403], [-1.25155, -4.58595, -4.82169], [-2.17016, 0.70170, -6.21340], [7.68631, 1.58460, 6.92678], [3.23265, 3.60894, -3.15364], [1.89696, -2.41471, -2.35536], [-0.18473, -4.96119, -2.32399], [-0.66074, -7.93741, -2.76300], [-6.08447, 0.20948, -1.32813], [2.24310, -0.39610, -0.08077], [7.36272, -8.22493, 5.81799], [-3.43497, -0.09125, -2.72727], [-1.93536, 1.37025, 0.95783]], "lowdin_charge": [0.0399, 0.1040, -0.0459, -0.0066, -0.0184, 0.0421, -0.1753, 0.0320, -0.0416, -0.2291, 0.0821, 0.0927, 0.0967, -0.1594, 0.0582, 0.0993, 0.0173, 0.0674, -0.1569, 0.0596, -0.0538, -0.0611, -0.0230, 0.0445, 0.0815, -0.0757, 0.0372, 0.1546, 0.0963, 0.0523, 0.0849, 0.0329, -0.0250, -0.1835, -0.0546, 0.0270, 0.0291, -0.0545, 0.0835, 0.0585, 0.0667, -0.0519, -0.0081, 0.0620, 0.1104, 0.0365, 0.0298, 0.1176, -0.0126, -0.0166, -0.0171, -0.2247, 0.1203, -0.2323, 0.0425, -0.0589, -0.0696, 0.0095, 0.0523, 0.0854, -0.0794, 0.0561, 0.0770, -0.0741, -0.0180, 0.1061, 0.1039, -0.0534, 0.0927, 0.0551, -0.0670, -0.1714, -0.0717, 0.1169, -0.0397, -0.0779, 0.0631, 0.0196, -0.1627, -0.0314, -0.3181, -0.3040, -0.1425, -0.0015, 0.0669, -0.0033, -0.0061, -0.1308, 0.0431, -0.3683, 0.1331, -0.0025, -0.0451, 0.1303, 0.0456, 0.0080, 0.0146, 0.0741, 0.1180, 0.0520, 0.0776, 0.1264, 0.0229, 0.1255, -0.1651, -0.0814, 0.0610, 0.0494, 0.0310, -0.0420, 0.9425, 0.9318, 0.0762, 0.1294, 0.0142, -0.0426, 0.0618, -0.0392, 0.0144, 0.0730, -0.0617, 0.1425, -0.5054, 0.1075, 0.0431, 0.1242, -0.4369, -0.0108, -0.1639, -0.0630], "e_homo_ev": -11.0, "largest_force_ev_per_a": 7.3, "lumo_ev": -5.5, "total_charge": 1, "total_energy_ev": -126097.1559}